Entry 1:
The following is a quantum chemistry calculation of 2 unconnected molecules or ions with the total composition C5H9NO in a non-equilibrium geometry, from OMol25.

Values from the calculation:
HOMO ... -0.3797 Ha
Strongest force on any atom ... 1.01 eV/A
SMILES string ... C=CCC#N.CO
Charge ... 0
Energy above the lowest of the compared OMol25 structures with the same formula, charge and spin ... 212.2 kJ/mol
Total energy ... -8867.013 eV
2S+1 ... 1

Each line ends with the Mulliken charge.
Atoms and positions in Å:
C (-1.80974, -1.13252, -0.21252)  -0.74
C (-0.54931, -0.86044, -0.52673)  -0.02
C (0.64308, -1.46913, 0.17531)  -0.28
C (1.47938, -2.23792, -0.75609)  0.18
N (2.14338, -2.82951, -1.49452)  -0.41
H (-2.64319, -0.67437, -0.73970)  0.27
H (-2.04243, -1.84073, 0.57947)  0.24
H (-0.32084, -0.17882, -1.34680)  0.30
H (0.31817, -2.14088, 0.97918)  0.29
H (1.25188, -0.66917, 0.62066)  0.17
C (-0.04702, 2.44219, 0.57195)  -0.59
O (1.13469, 1.67636, 0.47880)  -0.45
H (-0.70212, 2.31526, -0.30244)  0.25
H (-0.58848, 2.08250, 1.44806)  0.23
H (0.15786, 3.51444, 0.71080)  0.30
H (1.70161, 2.09109, -0.18152)  0.28



Entry 2:
The following is a quantum chemistry calculation of 2 unconnected molecules or ions with the total composition C5H9NO, from OMol25.

Values from the calculation:
HOMO (alpha / beta) ... -0.2787 / -0.2787 Ha
Strongest force on any atom ... 0.50 eV/A
Charge ... 0
Energy above the lowest of the compared OMol25 structures with the same formula, charge and spin ... 410.2 kJ/mol
Total energy ... -8864.961 eV
2S+1 ... 1

Each line ends with the Mulliken charge.
Atoms and positions in Å:
C (-0.52342, 0.18336, 2.15928)  -1.35
C (-0.56959, 0.31146, 0.67598)  0.00
C (-0.96872, -0.66940, -0.40059)  -0.27
N (-0.21649, 0.22659, -1.30390)  0.09
C (0.66116, -0.06720, -2.18064)  -0.45
C (-0.08778, 1.28715, -0.18369)  0.48
O (0.42324, 2.37485, -0.31969)  -0.67
H (-1.51000, 0.32228, 2.61769)  0.35
H (0.15187, 0.93619, 2.57838)  0.32
H (-0.15340, -0.80227, 2.47292)  0.31
H (1.43572, -0.52759, 0.28697)  -0.15
H (-0.53158, -1.68091, -0.37419)  0.32
H (-2.02907, -0.72961, -0.67073)  0.23
H (1.83195, -0.81092, -0.29124)  0.14
H (0.70241, -1.05681, -2.62602)  0.34
H (1.38368, 0.70284, -2.44054)  0.31